A molecular structure, C3H7CsNO, computed with ωB97M-V with the def2-TZVPD basis set.

## Properties
Energy relative to the best compared isomer or geometry (same formula, charge and spin) (eV): 1.0739
Multiplicity: 1
Charge: +1

Geometry (Å):
Cs: -1.81 -5.03 0.48
C: -0.90 1.98 0.34
C: -0.47 0.51 0.27
O: -1.29 -0.31 0.70
N: 0.66 0.25 -0.30
C: 1.32 -1.04 -0.40
H: -0.31 2.37 1.17
H: -1.98 1.99 0.53
H: -0.76 2.66 -0.50
H: 1.10 0.94 -0.89
H: 0.63 -1.80 -0.78
H: 1.70 -1.47 0.53
H: 2.11 -1.05 -1.15

=====

C6H7NO in the gas phase, computed with ωB97M-V with the def2-TZVPD basis set.

## Properties
Energy relative to the best compared isomer or geometry (same formula, charge and spin) (eV): 1.8188
SMILES: C=Cc1cc(N)co1
Multiplicity: 1

Geometry (Å):
C: 1.61 -0.07 -0.06
C: 1.07 1.20 -0.25
C: -0.66 -0.13 -0.12
C: -2.12 -0.58 -0.20
C: -3.02 0.25 0.29
C: 0.46 -0.94 -0.16
H: 3.38 -1.14 0.49
H: 3.59 0.51 -0.02
H: 1.51 2.24 -0.12
H: -2.30 -1.44 -0.84
H: -2.55 1.10 0.80
H: -4.10 0.17 0.23
H: 0.49 -2.07 -0.07
N: 2.90 -0.25 0.20
O: -0.27 1.14 -0.18

=====

2 unconnected molecules or ions with the total composition C19H28N2O6, computed with ωB97M-V with the def2-TZVPD basis set.

## Properties
Energy relative to the best compared isomer or geometry (same formula, charge and spin) (eV): 0.0000
SMILES: CNC(=O)[C@H](Cc1ccc(O)cc1)NC(C)=O.CCOC(=O)[C@H](C)C(C)=O
Multiplicity: 1

Geometry (Å):
O: -4.95 3.09 0.55
O: 3.80 -4.04 -1.36
O: 6.64 -1.60 -1.55
O: -2.18 -0.14 1.92
O: 2.99 2.34 0.54
O: 2.15 -2.71 -0.46
C: -5.43 2.05 0.11
C: 3.40 -2.96 -0.93
C: 5.82 -2.21 -0.88
C: -2.76 0.84 1.45
C: 1.24 0.93 -0.29
C: 0.81 3.27 0.24
C: -0.10 0.77 -0.69
C: -0.54 3.11 -0.14
C: 1.70 2.18 0.17
C: -1.00 1.86 -0.61
N: -2.99 1.94 2.17
N: -4.71 0.97 -0.20
C: -6.92 1.96 -0.13
C: 6.34 -3.19 0.16
C: -2.48 2.17 3.52
C: -0.14 -3.34 -0.08
C: 4.03 -0.86 -2.12
C: 1.22 -3.80 -0.58
C: 4.35 -1.77 -0.91
C: -2.46 1.67 -0.97
C: -3.26 0.77 -0.01
H: 3.49 1.53 0.47
H: 1.90 0.08 -0.30
H: 1.17 4.22 0.60
H: -0.46 -0.19 -1.02
H: -1.22 3.94 -0.07
H: -3.52 2.68 1.72
H: -5.22 0.18 -0.55
H: -7.10 1.77 -1.19
H: -7.33 1.15 0.47
H: -7.38 2.90 0.16
H: 6.22 -4.22 -0.21
H: 7.40 -3.01 0.35
H: 5.79 -3.08 1.09
H: -2.74 1.32 4.17
H: -2.92 3.08 3.94
H: -1.40 2.27 3.49
H: -0.85 -4.17 -0.10
H: -0.53 -2.53 -0.71
H: -0.07 -2.97 0.95
H: 2.97 -0.62 -2.17
H: 4.60 0.07 -2.07
H: 4.30 -1.37 -3.06
H: 1.56 -4.65 0.02
H: 1.13 -4.13 -1.62
H: 4.16 -1.21 0.00
H: -2.92 2.66 -1.02
H: -2.52 1.25 -1.98
H: -3.04 -0.25 -0.32

=====

C6H7I in the gas phase, computed with ωB97M-V with the def2-TZVPD basis set.

## Properties
Energy relative to the best compared isomer or geometry (same formula, charge and spin) (eV): 3.3396
SMILES: CC1=C(I)C12CC2
Multiplicity: 1

Geometry (Å):
C: -0.03 0.62 0.14
C: -0.90 0.44 -1.04
C: 1.26 1.24 0.52
C: 0.03 1.56 1.39
C: -0.43 -0.76 -0.58
C: -0.28 -2.23 -0.59
I: -2.03 1.22 -2.65
H: 1.94 0.44 1.11
H: 1.85 1.99 -0.05
H: 0.07 0.92 2.28
H: -0.66 2.37 1.28
H: -0.48 -2.69 0.33
H: 0.77 -2.57 -0.86
H: -1.11 -2.55 -1.28

=====

A molecular structure, C3H4AuLiO3, computed with ωB97M-V with the def2-TZVPD basis set.

## Properties
Energy relative to the best compared isomer or geometry (same formula, charge and spin) (eV): 0.6214
Multiplicity: 4
Charge: +3
<S²>: 3.761

Geometry (Å):
O: 1.62 0.30 -0.13
C: 0.86 -0.87 -0.41
C: -0.36 -0.95 0.44
O: -3.11 0.83 0.02
C: -2.38 1.73 -0.05
O: -1.25 2.09 -0.02
Li: 3.42 0.13 -0.06
Au: 0.50 1.60 0.15
H: 1.48 -1.76 -0.22
H: 0.58 -0.89 -1.48
H: -0.33 -0.42 1.41
H: -1.03 -1.80 0.36

=====

C5H13N in the gas phase, computed with ωB97M-V with the def2-TZVPD basis set.

## Properties
Energy relative to the best compared isomer or geometry (same formula, charge and spin) (eV): 0.7350
SMILES: CC[C@H](C)NC
Multiplicity: 1

Geometry (Å):
C: 0.86 -0.68 2.21
N: 1.19 -0.62 0.79
C: -1.87 0.18 -1.38
C: -0.70 -0.63 -0.80
C: 0.22 0.26 0.06
C: 1.06 1.24 -0.77
H: -0.18 -1.04 2.36
H: 1.45 -1.40 2.77
H: 0.98 0.29 2.69
H: 1.07 -1.57 0.47
H: -1.48 1.00 -1.98
H: -2.42 -0.43 -2.10
H: -2.52 0.62 -0.63
H: -0.19 -1.15 -1.62
H: -1.08 -1.39 -0.12
H: -0.26 0.84 0.85
H: 1.51 1.96 -0.09
H: 0.51 1.85 -1.48
H: 1.86 0.67 -1.23

=====

A molecular structure, C2H3N3O, computed with ωB97M-V with the def2-TZVPD basis set.

## Properties
Energy relative to the best compared isomer or geometry (same formula, charge and spin) (eV): 5.1935
Multiplicity: 1

Geometry (Å):
C: 0.52 -0.73 1.18
C: -0.29 0.23 -0.37
N: -0.84 -0.29 0.56
O: -1.65 1.24 -1.89
N: -0.49 1.35 -2.20
N: 0.38 0.74 -1.31
H: 1.08 -1.41 0.53
H: 1.14 0.13 1.45
H: 0.15 -1.24 2.05